[1]
Molecular formula: C22H30ClNOS
Method: DFT, wB97M-V/def2-TZVPD

Cartesian coordinates (Å):
C (4.065, 2.242, -0.578)
C (3.357, 0.896, -0.730)
N (2.223, 0.860, 0.179)
C (1.388, -0.323, 0.070)
C (0.115, -0.168, 0.908)
C (-1.065, 0.554, 0.226)
C (-1.669, -0.325, -0.899)
C (-2.289, -1.610, -0.433)
C (-1.497, -2.738, -0.232)
C (-2.028, -3.932, 0.221)
C (-3.385, -4.034, 0.472)
C (-4.203, -2.945, 0.239)
C (-3.657, -1.754, -0.213)
Cl (-4.762, -0.458, -0.550)
C (-2.112, 0.852, 1.314)
C (-1.819, 2.198, 1.966)
O (-2.019, 3.272, 1.082)
C (-1.529, 3.090, -0.252)
C (-2.734, 2.988, -1.198)
C (-0.744, 4.364, -0.602)
C (-0.575, 1.891, -0.375)
C (4.320, -0.239, -0.523)
C (4.677, -1.223, -1.391)
C (5.592, -2.150, -0.839)
C (5.910, -1.863, 0.446)
S (5.106, -0.453, 1.011)
H (4.867, 2.330, -1.306)
H (4.489, 2.331, 0.420)
H (3.353, 3.048, -0.730)
H (2.955, 0.813, -1.748)
H (2.558, 0.956, 1.134)
H (1.144, -0.449, -0.988)
H (1.921, -1.235, 0.392)
H (0.381, 0.385, 1.811)
H (-0.227, -1.154, 1.228)
H (-0.874, -0.564, -1.608)
H (-2.419, 0.262, -1.427)
H (-0.442, -2.678, -0.452)
H (-1.382, -4.785, 0.371)
H (-3.810, -4.959, 0.828)
H (-5.268, -3.015, 0.400)
H (-2.112, 0.063, 2.069)
H (-3.111, 0.904, 0.886)
H (-2.506, 2.383, 2.797)
H (-0.791, 2.213, 2.364)
H (-2.402, 2.853, -2.225)
H (-3.387, 2.166, -0.922)
H (-3.315, 3.905, -1.134)
H (0.103, 4.479, 0.070)
H (-0.382, 4.319, -1.626)
H (-1.389, 5.230, -0.489)
H (0.359, 2.158, 0.120)
H (-0.342, 1.758, -1.432)
H (4.304, -1.285, -2.398)
H (5.989, -2.991, -1.379)
H (6.569, -2.388, 1.109)

Properties
Gap between HOMO and LUMO (eV): 9.304
Energy above the lowest of the compared OMol25 structures with the same formula, charge and spin (eV): 0.0225
SMILES string: C[C@H](NCC[C@@]1(Cc2ccccc2Cl)CCOC(C)(C)C1)c1cccs1


[2]
Molecular formula: C22H30F2NO2
Method: DFT, wB97M-V/def2-TZVPD

Cartesian coordinates (Å):
C (7.450, -1.077, 0.578)
C (7.513, -0.895, -0.940)
F (6.957, -2.014, -1.552)
C (6.799, 0.350, -1.447)
C (5.351, 0.350, -1.099)
C (4.778, 1.134, -0.189)
F (5.463, 2.032, 0.506)
C (3.323, 1.079, 0.092)
O (2.694, 2.024, 0.486)
C (2.711, -0.245, -0.156)
C (1.576, -0.654, 0.534)
C (1.023, -1.904, 0.249)
C (1.591, -2.749, -0.700)
C (2.724, -2.329, -1.403)
C (3.268, -1.079, -1.121)
C (4.458, -0.577, -1.858)
O (4.669, -0.845, -3.007)
H (6.721, -0.417, 1.042)
H (7.164, -2.101, 0.791)
H (8.416, -0.847, 1.014)
H (8.550, -0.845, -1.262)
H (7.315, 1.240, -1.106)
H (6.861, 0.348, -2.537)
H (1.124, -0.007, 1.270)
H (0.139, -2.213, 0.790)
H (1.171, -3.719, -0.912)
H (3.192, -2.942, -2.157)
C (-1.122, 2.270, 0.275)
C (-1.573, 1.060, -0.540)
C (-3.031, 1.119, -1.017)
C (-4.117, 1.438, 0.001)
N (-4.589, 0.307, 0.887)
C (-5.691, 0.850, 1.789)
C (-6.974, 0.587, 1.029)
C (-6.731, -0.808, 0.462)
C (-5.252, -0.801, 0.072)
C (-3.481, -0.236, 1.726)
H (-1.679, 2.377, 1.209)
H (-0.069, 2.174, 0.538)
H (-1.237, 3.193, -0.295)
H (-1.369, 0.145, 0.017)
H (-0.947, 0.994, -1.431)
H (-3.270, 0.204, -1.565)
H (-3.093, 1.919, -1.759)
H (-5.011, 1.770, -0.526)
H (-3.809, 2.243, 0.665)
H (-5.667, 0.282, 2.716)
H (-5.492, 1.897, 2.000)
H (-7.113, 1.318, 0.231)
H (-7.847, 0.633, 1.675)
H (-7.370, -1.033, -0.388)
H (-6.917, -1.567, 1.223)
H (-5.115, -0.575, -0.980)
H (-4.756, -1.739, 0.302)
H (-2.970, 0.589, 2.216)
H (-2.799, -0.796, 1.095)
H (-3.907, -0.909, 2.466)

Properties
Gap between HOMO and LUMO (eV): 8.957
Charge: +1


[3]
Molecular formula: C22H30FNO6PRuS2
Method: DFT, wB97M-V/def2-TZVPD

Cartesian coordinates (Å):
Ru (1.260, -0.574, 0.867)
C (5.321, -3.908, 0.296)
C (4.670, -2.727, 0.989)
O (3.252, -2.667, 0.724)
P (2.202, -3.443, 1.689)
S (0.410, -2.859, 0.912)
S (2.579, -3.202, 3.586)
O (2.393, -4.993, 1.327)
C (2.094, -5.497, 0.009)
C (2.420, -6.974, -0.003)
H (6.388, -3.912, 0.523)
H (5.196, -3.844, -0.785)
H (4.893, -4.845, 0.651)
H (5.075, -1.788, 0.614)
H (4.833, -2.771, 2.067)
H (2.682, -4.949, -0.730)
H (1.038, -5.328, -0.202)
H (3.493, -7.138, 0.096)
H (2.079, -7.414, -0.940)
H (1.914, -7.467, 0.827)
C (-1.777, 4.483, -4.308)
C (-2.708, 3.337, -3.912)
C (-4.143, 3.797, -3.677)
C (-4.225, 4.707, -2.458)
C (-3.584, 4.046, -1.266)
C (-3.954, 4.401, 0.013)
C (-3.364, 3.782, 1.109)
F (-3.747, 4.165, 2.341)
C (-2.422, 2.803, 0.964)
C (-2.033, 2.420, -0.324)
C (-1.022, 1.368, -0.469)
O (-0.574, 0.811, 0.557)
C (-0.669, 1.049, -1.813)
C (-1.277, 1.697, -2.845)
N (-2.201, 2.663, -2.709)
C (-2.605, 3.048, -1.443)
C (0.358, -0.012, -2.198)
O (0.292, -0.469, -3.331)
O (1.237, -0.290, -1.312)
H (-2.147, 4.971, -5.210)
H (-0.771, 4.111, -4.505)
H (-1.712, 5.223, -3.511)
H (-2.705, 2.591, -4.708)
H (-4.779, 2.922, -3.522)
H (-4.501, 4.312, -4.569)
H (-5.264, 4.946, -2.230)
H (-3.727, 5.658, -2.663)
H (-4.706, 5.164, 0.170)
H (-1.969, 2.321, 1.819)
H (-1.008, 1.417, -3.856)
C (3.121, 0.501, 1.336)
H (3.859, -0.142, 1.803)
H (2.799, 1.287, 2.018)
H (3.451, 0.885, 0.371)
C (-1.507, -0.988, 3.314)
C (-0.180, -0.492, 3.800)
C (0.140, -0.682, 5.248)
O (0.609, 0.077, 3.056)
H (-2.304, -0.484, 3.864)
H (-1.591, -2.060, 3.501)
H (-1.612, -0.796, 2.249)
H (-0.760, -0.764, 5.855)
H (0.780, 0.124, 5.602)
H (0.706, -1.612, 5.332)

Properties
Gap between HOMO and LUMO (alpha / beta) (eV): 7.411 / 7.309
Energy above the lowest of the compared OMol25 structures with the same formula, charge and spin (eV): 0.1367
⟨S²⟩: 8.758
Multiplicity: 6


[4]
Molecular formula: C22H30IInN5O
Method: DFT, wB97M-V/def2-TZVPD

Cartesian coordinates (Å):
In (-0.934, 1.484, 0.178)
C (0.104, 3.047, 2.677)
N (-0.090, 1.611, 2.393)
C (-0.999, 1.012, 3.376)
C (1.193, 0.939, 2.276)
C (1.782, 0.292, 3.348)
C (2.992, -0.369, 3.196)
C (3.591, -0.387, 1.948)
C (3.011, 0.257, 0.867)
C (1.809, 0.959, 1.006)
N (1.124, 1.590, -0.023)
C (1.640, 1.791, -1.296)
C (2.969, 2.159, -1.541)
C (3.431, 2.360, -2.828)
C (2.584, 2.216, -3.918)
C (1.255, 1.905, -3.693)
C (0.780, 1.705, -2.404)
N (-0.642, 1.439, -2.181)
C (-1.063, 0.170, -2.802)
C (-1.467, 2.550, -2.707)
H (0.562, 3.184, 3.660)
H (0.757, 3.479, 1.921)
H (-0.862, 3.557, 2.661)
H (-0.677, 1.202, 4.403)
H (-1.991, 1.449, 3.254)
H (-1.057, -0.062, 3.212)
H (1.296, 0.300, 4.315)
H (3.452, -0.864, 4.039)
H (4.525, -0.914, 1.804)
H (3.490, 0.197, -0.099)
H (3.638, 2.310, -0.706)
H (4.464, 2.642, -2.980)
H (2.948, 2.366, -4.924)
H (0.578, 1.819, -4.534)
H (-1.005, 0.229, -3.892)
H (-0.406, -0.630, -2.463)
H (-2.092, -0.049, -2.514)
H (-1.349, 2.651, -3.788)
H (-2.517, 2.353, -2.488)
H (-1.159, 3.485, -2.241)
I (-4.399, 1.147, -0.314)
C (-2.838, 2.423, 0.412)
H (-2.940, 3.356, -0.132)
H (-3.078, 2.607, 1.455)
N (-1.202, -0.713, 0.416)
C (-1.288, -1.832, 0.128)
N (-1.377, -3.079, -0.193)
C (-0.179, -3.905, -0.438)
C (-0.256, -5.136, 0.449)
O (-1.480, -5.813, 0.251)
C (-2.581, -5.018, 0.640)
C (-2.677, -3.778, -0.233)
H (0.708, -3.311, -0.223)
H (-0.175, -4.193, -1.491)
H (-0.149, -4.846, 1.502)
H (0.541, -5.833, 0.194)
H (-2.486, -4.730, 1.695)
H (-3.475, -5.628, 0.523)
H (-3.453, -3.096, 0.112)
H (-2.881, -4.057, -1.269)

Properties
Gap between HOMO and LUMO (eV): 7.668
Charge: +1


[5]
Molecular formula: C22H30IN4O3SSc
Method: DFT, wB97M-V/def2-TZVPD

Cartesian coordinates (Å):
Sc (-0.294, 0.124, -0.071)
C (0.226, 5.051, 1.927)
N (-0.277, 4.214, 0.835)
C (-0.503, 4.906, -0.438)
C (-0.479, 2.925, 0.951)
O (-0.830, 2.190, -0.009)
C (-0.314, 2.230, 2.301)
O (-0.761, 0.874, 2.191)
C (-2.160, 0.671, 2.457)
C (-2.894, 0.441, 1.150)
O (-2.255, -0.201, 0.267)
N (-4.117, 0.867, 0.978)
C (-4.869, 1.572, 2.031)
C (-4.826, 0.606, -0.284)
H (1.126, 5.562, 1.590)
H (0.479, 4.462, 2.803)
H (-0.518, 5.799, 2.201)
H (-1.240, 5.693, -0.285)
H (-0.862, 4.205, -1.181)
H (0.430, 5.354, -0.778)
H (-0.857, 2.745, 3.091)
H (0.740, 2.184, 2.574)
H (-2.556, 1.495, 3.043)
H (-2.240, -0.246, 3.041)
H (-4.914, 0.988, 2.947)
H (-5.883, 1.718, 1.675)
H (-4.437, 2.551, 2.235)
H (-4.138, 0.206, -1.017)
H (-5.248, 1.542, -0.646)
H (-5.629, -0.108, -0.110)
I (-0.877, -0.469, -2.934)
C (-0.958, -2.503, -2.294)
C (-1.607, -3.366, -3.120)
C (-1.654, -4.733, -2.764)
C (-1.049, -5.161, -1.620)
C (-0.381, -4.251, -0.762)
C (0.242, -4.696, 0.434)
C (0.873, -3.821, 1.266)
C (0.899, -2.443, 0.944)
C (0.314, -1.941, -0.201)
C (-0.328, -2.868, -1.078)
H (-2.075, -3.030, -4.035)
H (-2.166, -5.430, -3.413)
H (-1.072, -6.209, -1.347)
H (0.207, -5.753, 0.670)
H (1.348, -4.175, 2.173)
H (1.418, -1.773, 1.627)
S (2.105, 1.137, 0.243)
C (3.324, 0.253, -0.619)
N (4.535, 0.786, -0.719)
C (5.668, 0.145, -1.404)
C (5.456, -1.357, -1.437)
C (4.064, -1.664, -1.958)
N (3.079, -0.923, -1.164)
H (4.661, 1.697, -0.311)
H (6.573, 0.394, -0.855)
H (5.760, 0.551, -2.412)
H (5.566, -1.768, -0.433)
H (6.205, -1.820, -2.076)
H (3.837, -2.723, -1.869)
H (3.970, -1.383, -3.009)
H (2.162, -1.325, -0.993)

Properties
Gap between HOMO and LUMO (eV): 8.021
Energy above the lowest of the compared OMol25 structures with the same formula, charge and spin (eV): 0.0000
Charge: +2


[6]
Molecular formula: C22H30N4O2
Method: DFT, wB97M-V/def2-TZVPD

Cartesian coordinates (Å):
C (-0.417, -5.940, -3.433)
C (-0.276, -5.547, -4.898)
C (-1.220, -4.402, -5.284)
N (-0.870, -3.181, -4.614)
C (-1.369, -2.697, -3.460)
C (-0.671, -1.544, -3.165)
C (-0.862, -0.655, -1.981)
N (-0.841, -1.428, -0.745)
C (0.404, -2.133, -0.511)
C (1.608, -1.206, -0.299)
C (1.266, -0.033, 0.578)
C (2.275, 0.797, 1.054)
C (1.986, 1.895, 1.837)
C (0.662, 2.190, 2.159)
N (0.416, 3.314, 2.951)
C (-0.754, 3.813, 3.401)
O (-1.861, 3.358, 3.205)
C (-0.558, 5.101, 4.231)
C (-1.360, 5.021, 5.531)
C (-0.334, 4.397, 6.473)
C (0.961, 5.048, 5.991)
O (0.803, 5.291, 4.598)
C (-0.352, 1.370, 1.685)
C (-0.056, 0.265, 0.899)
C (-1.174, -0.629, 0.418)
C (0.252, -1.414, -4.225)
C (1.259, -0.341, -4.448)
N (0.111, -2.413, -5.081)
H (-1.429, -6.278, -3.222)
H (-0.194, -5.095, -2.786)
H (0.271, -6.746, -3.190)
H (-0.498, -6.406, -5.534)
H (0.748, -5.229, -5.100)
H (-2.251, -4.657, -5.025)
H (-1.151, -4.220, -6.360)
H (-2.165, -3.180, -2.932)
H (-1.849, -0.183, -2.041)
H (-0.109, 0.149, -1.996)
H (0.256, -2.752, 0.379)
H (0.593, -2.796, -1.359)
H (1.957, -0.832, -1.266)
H (2.434, -1.771, 0.141)
H (3.303, 0.573, 0.805)
H (2.782, 2.530, 2.201)
H (1.232, 3.845, 3.241)
H (-0.867, 5.941, 3.597)
H (-2.255, 4.417, 5.397)
H (-1.641, 6.018, 5.871)
H (-0.533, 4.603, 7.522)
H (-0.296, 3.317, 6.322)
H (1.841, 4.417, 6.136)
H (1.129, 6.009, 6.495)
H (-1.377, 1.596, 1.930)
H (-1.438, -1.323, 1.228)
H (-2.062, -0.032, 0.198)
H (0.774, 0.633, -4.503)
H (1.984, -0.315, -3.634)
H (1.783, -0.532, -5.380)

Properties
Gap between HOMO and LUMO (eV): 8.967
Energy above the lowest of the compared OMol25 structures with the same formula, charge and spin (eV): 2.2561
SMILES string: CCCn1cc(CN2CCc3ccc(NC(=O)[C@H]4CCCO4)cc3C2)c(C)n1


[7]
Molecular formula: C22H30N4O4
Method: DFT, wB97M-V/def2-TZVPD

Cartesian coordinates (Å):
C (-6.117, -0.167, 2.825)
C (-5.486, 0.448, 1.582)
C (-6.239, 0.058, 0.311)
C (-5.583, 0.642, -0.943)
O (-4.265, 0.178, -1.160)
C (-4.165, -1.094, -1.771)
C (-2.697, -1.504, -1.780)
C (-2.166, -1.755, -0.354)
N (-0.934, -1.058, -0.096)
C (-0.791, 0.288, 0.110)
N (-1.824, 1.135, 0.154)
C (0.556, 0.611, 0.322)
C (1.003, 1.967, 0.513)
O (0.234, 2.921, 0.559)
O (2.325, 2.071, 0.642)
C (2.890, 3.374, 0.735)
C (3.979, 3.343, 1.799)
C (3.474, 3.762, -0.638)
O (2.549, 3.788, -1.691)
C (1.595, 4.824, -1.624)
C (1.285, -0.612, 0.235)
N (2.556, -0.902, 0.355)
C (2.870, -2.210, 0.206)
C (4.220, -2.597, 0.320)
C (4.580, -3.909, 0.180)
C (3.613, -4.892, -0.080)
C (2.292, -4.553, -0.196)
C (1.890, -3.213, -0.057)
N (0.569, -2.905, -0.177)
C (0.306, -1.640, -0.033)
H (-5.568, 0.127, 3.715)
H (-6.112, -1.253, 2.761)
H (-7.148, 0.163, 2.933)
H (-4.447, 0.122, 1.503)
H (-5.481, 1.536, 1.676)
H (-6.283, -1.030, 0.233)
H (-7.264, 0.428, 0.361)
H (-6.200, 0.431, -1.826)
H (-5.487, 1.726, -0.835)
H (-4.552, -1.038, -2.800)
H (-4.759, -1.839, -1.224)
H (-2.120, -0.702, -2.242)
H (-2.580, -2.397, -2.393)
H (-1.954, -2.815, -0.199)
H (-2.909, -1.429, 0.380)
H (-2.715, 0.891, -0.258)
H (-1.542, 2.106, 0.242)
H (2.096, 4.079, 1.017)
H (3.551, 3.067, 2.759)
H (4.730, 2.605, 1.530)
H (4.447, 4.320, 1.886)
H (3.972, 4.740, -0.538)
H (4.210, 3.007, -0.927)
H (2.077, 5.791, -1.435)
H (0.843, 4.635, -0.851)
H (1.107, 4.846, -2.597)
H (4.947, -1.825, 0.519)
H (5.617, -4.199, 0.268)
H (3.919, -5.922, -0.187)
H (1.532, -5.293, -0.395)

Properties
Gap between HOMO and LUMO (eV): 8.016
Energy above the lowest of the compared OMol25 structures with the same formula, charge and spin (eV): 2.3377
SMILES string: CCCCOCCCn1c(N)c(C(=O)O[C@@H](C)COC)c2nc3ccccc3nc21


[8]
Molecular formula: C22H30N7O
Method: DFT, wB97M-V/def2-TZVPD

Cartesian coordinates (Å):
C (-3.580, -1.815, -3.071)
O (-2.501, -2.004, -2.172)
C (-2.681, -3.066, -1.257)
C (-3.334, -2.612, 0.061)
N (-2.374, -2.040, 0.967)
N (-2.002, -2.680, 2.078)
N (-1.130, -1.983, 2.663)
N (-0.880, -0.867, 1.995)
C (-1.649, -0.887, 0.930)
C (-1.742, 0.138, -0.140)
C (-2.614, 1.336, 0.211)
C (-3.667, 1.296, 1.107)
C (-4.406, 2.459, 1.293)
C (-4.067, 3.596, 0.579)
C (-2.990, 3.532, -0.294)
N (-2.283, 2.429, -0.473)
N (-0.421, 0.684, -0.555)
C (0.369, -0.236, -1.395)
C (1.588, 0.521, -1.958)
N (2.383, 1.168, -0.955)
C (3.513, 0.508, -0.402)
C (3.576, -0.876, -0.289)
C (4.689, -1.514, 0.239)
C (4.730, -3.005, 0.369)
C (5.753, -0.734, 0.671)
C (5.708, 0.639, 0.540)
C (4.607, 1.285, -0.006)
C (4.638, 2.773, -0.187)
C (1.589, 1.990, -0.080)
C (0.428, 1.203, 0.545)
H (-3.748, -2.714, -3.669)
H (-4.504, -1.555, -2.546)
H (-3.293, -0.996, -3.727)
H (-1.687, -3.475, -1.049)
H (-3.292, -3.855, -1.706)
H (-4.128, -1.887, -0.140)
H (-3.755, -3.474, 0.581)
H (-2.170, -0.349, -1.030)
H (-3.905, 0.398, 1.656)
H (-5.231, 2.469, 1.987)
H (-4.618, 4.514, 0.698)
H (-2.674, 4.388, -0.873)
H (-0.715, 1.533, -1.092)
H (-0.253, -0.619, -2.207)
H (0.683, -1.070, -0.764)
H (2.213, -0.167, -2.527)
H (1.217, 1.292, -2.649)
H (2.754, -1.491, -0.627)
H (5.731, -3.379, 0.172)
H (4.459, -3.298, 1.383)
H (4.036, -3.482, -0.320)
H (6.626, -1.208, 1.094)
H (6.556, 1.231, 0.851)
H (5.651, 3.091, -0.417)
H (4.334, 3.290, 0.723)
H (3.982, 3.078, -0.999)
H (2.215, 2.380, 0.720)
H (1.182, 2.836, -0.649)
H (-0.175, 1.845, 1.186)
H (0.799, 0.367, 1.140)

Properties
Gap between HOMO and LUMO (eV): 8.018
SMILES string: COCCn1nnnc1[C@@H](c1ccccn1)[NH+]1CCN(c2cc(C)ccc2C)CC1
Charge: +1